Entry 1:
This record from OMol25 describes a structure of composition C22H21BBr2F6N4V. The level of theory is ωB97M-V with the def2-TZVPD basis set.

```
57
Properties=species:S:1:pos:R:3:lowdin_spin:R:1
V 0.28557 -0.74021 -0.93948 2.203
C -1.08908 1.89435 3.39764 0.000
C -1.49797 1.71543 1.92836 -0.003
N -0.58819 2.10028 0.78647 -0.023
C -0.99556 3.43428 0.30208 -0.003
C -1.08363 4.51650 1.40613 -0.001
C 0.82029 1.99260 1.11680 -0.001
C 1.82922 1.79588 -0.00403 0.006
N 1.84324 0.45342 -0.62656 0.013
C 2.96769 0.02661 -1.27066 0.008
C 2.77539 -0.80650 -2.40836 0.009
F 1.45174 -1.27102 -2.68972 0.021
C 3.80445 -1.34664 -3.19791 0.001
F 3.49461 -2.08310 -4.26217 0.000
C 5.08893 -1.04062 -2.92437 0.003
C 5.33312 -0.24604 -1.84660 0.001
F 6.65393 -0.07907 -1.56363 0.000
C 4.37065 0.24423 -0.99714 0.002
F 4.75327 0.98746 0.02172 0.001
H -2.03499 1.48995 3.84171 0.000
H -0.85797 2.89318 3.80678 0.000
H -0.23442 1.27020 3.69808 0.000
H -2.41436 2.26590 1.70240 0.000
H -1.72041 0.67944 1.75738 -0.002
H -1.97080 3.32219 -0.15205 -0.001
H -0.33722 3.83554 -0.48257 0.000
H -1.57866 4.27479 2.30452 0.000
H -1.63521 5.40164 0.99903 0.000
H -0.09600 4.98120 1.73202 0.000
H 0.77619 1.08010 1.70898 0.000
H 1.07983 2.70925 1.91336 0.000
H 2.77212 1.99924 0.47373 0.001
H 1.72167 2.57522 -0.78308 0.000
H 5.92963 -1.33348 -3.55063 0.000
Br -2.00647 -3.98071 4.29654 0.030
C -1.31037 -3.11560 2.83070 0.127
C -0.01207 -2.57508 2.87172 0.067
C 0.56518 -2.04436 1.68198 0.064
N -0.07212 -2.05313 0.52584 0.125
C -1.36563 -2.56988 0.54877 0.151
C -1.99616 -3.11648 1.64345 0.014
C -1.94804 -2.55576 -0.77223 0.092
C -2.96742 -3.42225 -1.24402 0.033
C -3.49080 -3.24118 -2.49960 0.043
Br -4.83602 -4.34651 -3.14415 0.007
C -3.04169 -2.17960 -3.31925 0.061
C -1.96462 -1.43920 -2.83820 0.023
N -1.37521 -1.67311 -1.65840 0.081
H 0.60282 -2.47531 3.76791 0.005
H 1.55341 -1.61910 1.70945 0.003
H -3.00874 -3.50200 1.50804 -0.002
H -3.28139 -4.19571 -0.57846 0.001
H -3.45070 -2.07621 -4.31254 0.004
H -1.58347 -0.69745 -3.54323 0.001
F -2.49596 0.94103 -0.35404 -0.026
B -1.14178 1.10470 -0.55878 -0.115
F -0.98977 1.84067 -1.75972 -0.020
```

lowest unoccupied orbital energy (spin up / spin down): 0.10 / -0.39 eV
multiplicity: 4
<S²>: 3.89
orbital gap (spin up / spin down): 5.678 / 6.708 eV



Entry 2:
This record from OMol25 describes a structure of composition C34H57N4OP2V. The level of theory is ωB97M-V with the def2-TZVPD basis set.

```
99
Properties=species:S:1:pos:R:3:lowdin_spin:R:1
C -1.83649 1.61245 -2.16342 0.008
C -1.43183 -0.76042 -2.06603 0.007
C -2.93037 1.45234 -2.99305 0.002
C -2.57462 -0.94639 -2.87431 0.004
C -3.35716 0.13625 -3.28949 0.008
H -3.55469 2.36200 -3.22558 0.000
H -2.89047 -1.98362 -3.10387 0.000
H -4.32692 -0.01028 -3.79570 0.000
N -1.12380 0.55042 -1.69177 0.004
P -0.44206 3.14146 -0.22544 0.006
P 0.45986 -2.93362 -0.53388 0.038
C -1.42657 3.05749 -1.81981 -0.001
H -0.79376 3.46208 -2.66612 0.000
H -2.32202 3.74840 -1.72956 0.000
C -0.55140 -1.97510 -1.90622 0.006
H -1.14586 -2.85151 -2.31349 -0.003
C 1.05455 -4.40399 -1.66934 0.013
C 0.07001 -3.59131 1.34772 -0.015
C 1.16960 4.14595 -0.49859 0.008
C -1.85670 3.94228 0.81032 -0.001
C 2.59825 -4.27093 -1.63042 0.001
H 3.02665 -4.57506 -0.65688 0.000
H 3.02880 -4.90165 -2.42968 0.000
H 2.87847 -3.22254 -1.83452 0.001
C 0.57761 -5.78857 -1.17090 0.004
H 0.93852 -6.05323 -0.16150 0.000
H -0.52383 -5.85973 -1.19143 0.000
H 0.96288 -6.56122 -1.86862 0.002
C 0.62667 -4.28738 -3.14227 0.001
H 1.33713 -4.85083 -3.77229 0.000
H -0.38573 -4.64983 -3.37936 0.000
H 0.67297 -3.24790 -3.43283 0.000
C 1.30747 -4.28588 1.91369 0.000
H 2.15517 -3.59554 1.96822 0.000
H 1.08528 -4.60960 2.94691 -0.001
H 1.64492 -5.17268 1.35876 0.000
C -0.21582 -2.41134 2.27320 -0.001
H 0.59323 -1.67655 2.27804 -0.001
H -1.14551 -1.88877 2.04221 0.000
H -0.31864 -2.79152 3.30948 0.000
C -1.16878 -4.45608 1.25705 -0.003
H -1.03938 -5.36337 0.67065 0.000
H -1.45816 -4.76800 2.26840 -0.002
H -2.01136 -3.90000 0.82922 0.000
C -1.39190 3.91390 2.26326 0.000
H -2.09442 4.51129 2.85480 0.000
H -1.38730 2.89644 2.67444 0.000
H -0.39514 4.34681 2.39280 0.000
C -3.14006 3.07090 0.68632 0.000
H -3.47540 2.92835 -0.35318 0.000
H -3.02324 2.07941 1.14615 0.000
H -3.95161 3.59860 1.22032 0.000
C -2.23149 5.36661 0.37717 -0.001
H -3.17366 5.62822 0.88166 0.000
H -1.48487 6.09901 0.67956 0.000
H -2.40492 5.47411 -0.70003 0.000
C 1.75214 3.90724 -1.90046 0.002
H 1.13232 4.34003 -2.69998 0.000
H 2.74536 4.38487 -1.93921 0.000
H 1.90935 2.84097 -2.11331 0.001
C 2.19222 3.63709 0.53133 0.001
H 2.43050 2.57206 0.39675 0.000
H 3.12797 4.19279 0.39335 0.000
H 1.86430 3.79082 1.57186 0.000
C 0.94224 5.65256 -0.26192 0.002
H 0.18875 6.07841 -0.94606 0.000
H 0.65421 5.87574 0.78248 0.000
H 1.89998 6.17266 -0.44704 0.001
V 0.39635 0.88939 -0.29574 0.746
C -0.86217 0.54752 0.97325 0.015
O -1.69612 0.27314 1.79378 0.034
N 1.29737 -0.40156 -1.45357 0.149
C 0.95151 -1.20961 -2.39644 -0.003
C 1.70794 -0.84824 -3.80435 0.007
C 1.48557 -1.74195 -4.99559 0.002
C 1.08001 0.50590 -4.22121 0.000
C 3.20865 -0.89460 -3.50813 0.001
H 1.89023 -2.76015 -4.88988 0.000
H 0.44558 -1.75811 -5.32211 0.000
H 2.03692 -1.35330 -5.87579 0.001
H 1.33919 1.32292 -3.54475 0.002
H 1.45603 0.88512 -5.18788 -0.001
H -0.04347 0.36446 -4.33653 0.000
H 3.83696 -0.46380 -4.29244 0.000
H 3.47291 -0.29333 -2.64322 0.001
H 3.52667 -1.94829 -3.41305 0.000
N 3.28994 -0.91823 0.43776 -0.028
C 2.88091 -0.30521 1.58145 0.000
C 3.53560 -0.63174 2.79974 -0.006
C 3.19456 0.06855 3.92926 0.003
C 2.16722 1.02203 3.83834 -0.008
C 1.52000 1.22112 2.61267 0.001
N 1.83402 0.57274 1.44705 -0.008
H 2.92126 -0.68485 -0.48495 0.000
H 4.05034 -1.58738 0.46223 0.000
H 4.29554 -1.40113 2.78218 0.000
H 3.69983 -0.08740 4.86390 0.000
H 1.85206 1.62431 4.70957 0.000
H 0.71113 1.96111 2.54168 0.000
```

lowest unoccupied orbital energy (spin up / spin down): -12.13 / -11.84 eV
multiplicity: 2
<S²>: 0.89
charge: +3
orbital gap (spin up / spin down): 4.091 / 4.480 eV



Entry 3:
This record from OMol25 describes a cluster of 2 separate species, C5H12NO in total. The level of theory is ωB97M-V with the def2-TZVPD basis set.

```
19
Properties=species:S:1:pos:R:3:nbo_charge:R:1
C -1.06704 -2.35084 -0.94760 -0.651
C -1.99375 -1.15210 -1.21098 -0.431
C -1.42156 0.17101 -0.63748 -0.087
C -0.22894 0.27064 -0.03014 -0.096
N 0.02450 1.38711 0.88138 -0.389
C 0.54775 1.32579 2.05700 0.094
H -0.18591 -2.46305 -1.57397 0.233
H -0.86345 -2.59021 0.12669 0.219
H -1.70496 -3.23767 -1.23647 0.243
H -2.24662 -1.04158 -2.28584 0.253
H -2.95338 -1.19626 -0.67534 0.241
H -2.11880 0.96896 -0.74856 0.230
H 0.74410 -0.39303 0.11704 0.236
H -0.72331 2.10142 0.89540 0.432
H 1.06028 0.36800 2.14014 0.206
H 0.62564 2.17674 2.76206 0.259
H 2.96707 -0.18524 0.21612 0.451
H 3.78054 1.03548 0.51029 0.474
O 3.30579 0.60445 -0.21926 -0.919
```

lowest unoccupied orbital energy: -5.37 eV
charge: +1
orbital gap: 9.076 eV



Entry 4:
This record from OMol25 describes a structure of composition C3H5O2P. The level of theory is ωB97M-V with the def2-TZVPD basis set.

```
11
Properties=species:S:1:pos:R:3:nbo_charge:R:1
C -0.03869 -0.82518 0.36666 0.001
C 0.92081 -0.72495 1.43243 -0.156
C -0.30230 0.40303 -0.63814 -0.636
O -0.14068 -1.74117 3.91169 -1.056
O -0.90826 -0.88336 1.54300 -0.628
P -0.04141 -2.20971 2.57536 1.447
H -0.12011 -1.72380 -0.15881 0.179
H 1.04263 0.29190 1.64311 0.183
H -1.32634 0.74868 -0.55960 0.236
H -0.02652 0.25482 -1.62027 0.220
H 0.14798 1.33362 -0.22807 0.210
```

lowest unoccupied orbital energy: -0.32 eV
orbital gap: 9.131 eV



Calculated total energy for every record listed, in sequence, given in hartree: -7786.062944, -3249.595272, -327.364323, -609.031558.
Maximum force for every record listed, in sequence, given in eV/Å: 3.49, 7.97, 3.60, 4.46.